<1>
Molecular formula: C3H2OS
Method: DFT, ωB97M-V with the def2-TZVPD basis set

Its molar mass is 86.1 g mol⁻¹. As for the LUMO energy (alpha / beta): -0.795 / -0.747 eV.

Last column: Mulliken charge in e.
CARTESIAN COORDINATES (ANGSTROEM)
1 C 1.15960 0.48744 -0.58484  -0.08
2 C 0.87148 0.03095 0.65437  0.03
3 C 0.00432 0.98281 0.13874  -0.68
4 O -2.51019 -1.20169 -0.02732  -0.34
5 S -2.61815 0.26019 -0.00546  0.27
6 H 1.67465 0.16620 -1.38390  0.42
7 H 1.41828 -0.72589 1.20840  0.38


<2>
Molecular formula: C3H2OS
Method: DFT, ωB97M-V with the def2-TZVPD basis set

Its molar mass is 86.1 g mol⁻¹. As for the LUMO energy: -0.535 eV.

Last column: Mulliken charge in e.
CARTESIAN COORDINATES (ANGSTROEM)
1 C 0.27125 -0.09088 -0.60530  0.50
2 C -0.71300 -0.15084 0.49169  -0.40
3 C -1.34399 -0.44831 1.47952  -0.03
4 H 2.16449 0.96964 -1.30961  0.19
5 H -2.12747 -0.63119 2.10384  0.45
6 O 0.88707 -1.10556 -1.04817  -0.48
7 S 0.86164 1.45715 -1.11197  -0.23


Which structure is most stable? <2>, by 0.1446 hartree over the runner-up.


<1>
Molecular formula: C2H10NO2
Method: DFT, ωB97M-V with the def2-TZVPD basis set

The charge is +1. Its molar mass is 80.1 g mol⁻¹. As for the LUMO energy: -3.857 eV.

Last column: Mulliken charge in e.
CARTESIAN COORDINATES (ANGSTROEM)
1 C -0.09263 1.21767 1.30838  -0.13
2 C -0.38047 2.26882 0.54898  -0.58
3 N 0.04230 -0.18582 0.78085  -0.29
4 H -0.02202 1.17183 2.39221  0.35
5 H 0.06579 3.22882 0.79326  0.26
6 H -1.17779 2.30248 -0.18930  0.28
7 H 0.26524 -0.90018 1.46694  0.35
8 H 0.80275 -0.06445 0.07001  0.45
9 H -0.75559 -0.45759 0.17991  0.31
10 H 2.89621 -0.58694 0.50929  0.32
11 H 2.97499 -0.93613 -1.04822  0.32
12 O 2.41333 -0.66038 -0.31909  -0.65
13 H -2.87731 -1.56685 -2.23266  0.33
14 H -1.97170 -2.75333 -2.45885  0.33
15 O -2.18311 -2.07797 -1.80171  -0.64


<2>
Molecular formula: C2H10NO2
Method: DFT, ωB97M-V with the def2-TZVPD basis set

The charge is +1. Its molar mass is 80.1 g mol⁻¹. As for the LUMO energy: -3.280 eV.

Last column: Mulliken charge in e.
CARTESIAN COORDINATES (ANGSTROEM)
1 C 1.16952 1.20878 0.29779  -0.06
2 C 1.22124 1.77887 1.49518  -0.57
3 N 0.17843 0.12938 0.11798  -0.28
4 H 1.33206 1.63591 -0.67640  0.35
5 H 1.59918 2.79895 1.73287  0.26
6 H 0.88086 1.25231 2.38860  0.23
7 H 0.67326 -0.76174 0.20783  0.38
8 H -0.43569 0.17114 -0.74021  0.36
9 H -0.53681 0.01600 0.85439  0.36
10 H 0.08993 -2.85546 0.73806  0.33
11 H 0.27139 -3.14943 -0.85204  0.33
12 O -0.13807 -2.62195 -0.16251  -0.68
13 H -2.33323 -0.61247 -1.83250  0.32
14 H -2.26129 0.88638 -1.89757  0.33
15 O -1.71079 0.12333 -1.67147  -0.65


<3>
Molecular formula: C2H10NO2
Method: DFT, ωB97M-V with the def2-TZVPD basis set

The charge is +1. Its molar mass is 80.1 g mol⁻¹. As for the LUMO energy: -3.041 eV.

Last column: Mulliken charge in e.
CARTESIAN COORDINATES (ANGSTROEM)
1 C -0.54554 -0.43929 -0.99468  0.01
2 C -0.07255 -0.36504 -2.21635  -0.71
3 N 0.42033 -0.29007 0.12415  -0.20
4 H -1.58120 -0.44791 -0.69537  0.36
5 H -0.66128 -0.59229 -3.08042  0.30
6 H 0.97355 -0.10104 -2.32822  0.23
7 H 0.20072 -0.62180 1.07324  0.30
8 H 0.80294 0.68654 0.16510  0.31
9 H 1.15865 -0.92209 -0.14596  0.44
10 H 1.70123 2.75398 -0.36075  0.34
11 H 0.18702 2.98685 -0.42890  0.34
12 O 0.85903 2.43179 -0.01781  -0.70
13 H -1.00208 -2.47968 3.00803  0.32
14 H -1.37792 -0.99276 3.28641  0.33
15 O -1.06291 -1.60719 2.61153  -0.66


Which structure is most stable? <3>, by 0.0173 hartree over the runner-up.